1.
ORCA calculation (ωB97M-V/def2-TZVPD) on a structure of composition C20H55CdN5O5 in a non-equilibrium geometry.

The geometry in XYZ format:
```
86
Properties=species:S:1:pos:R:3:forces:R:3
Cd 0.360 -0.005 -0.327 -1.5 -1.2 3.0
C 1.783 0.243 3.999 -0.2 0.1 0.4
C 1.559 0.871 2.612 1.3 1.8 0.5
C 2.913 1.564 2.195 0.0 -1.0 -0.6
O 2.941 2.164 0.848 0.3 -0.4 0.8
C 4.124 2.963 0.533 -0.5 0.7 1.7
N 1.242 -0.196 1.690 1.3 0.3 1.5
H 2.595 -0.483 4.020 0.6 0.2 -0.4
H 0.963 -0.417 4.282 -0.5 0.4 0.0
H 1.974 0.947 4.809 -0.1 0.1 -0.1
H 0.780 1.633 2.584 -0.3 -0.1 0.3
H 3.575 0.699 2.233 0.6 -0.2 -0.5
H 3.342 2.176 2.988 -0.5 0.8 -0.2
H 3.934 3.643 -0.297 -0.2 -0.6 -0.2
H 5.088 2.460 0.459 -0.4 -0.7 -0.4
H 4.280 3.622 1.387 0.0 0.2 0.1
H 2.086 -0.735 1.819 0.4 -0.8 -0.7
H 0.557 -0.760 2.173 -0.5 -0.2 0.0
C -0.125 4.199 0.481 -0.5 2.5 0.4
C -0.828 2.934 0.152 0.9 0.0 -0.2
C -1.930 3.206 -0.836 -2.2 -0.2 1.0
O -2.822 2.052 -0.905 0.7 0.9 -1.6
C -4.052 2.288 -1.656 0.5 -0.1 1.5
N 0.248 2.090 -0.402 0.1 2.1 -0.1
H 0.644 4.189 1.254 0.2 -0.7 -0.2
H -0.787 4.982 0.851 -0.3 0.0 0.0
H 0.291 4.611 -0.439 0.3 0.1 0.0
H -1.157 2.481 1.087 -0.5 -0.2 -0.2
H -1.633 3.651 -1.785 0.5 -0.8 -0.5
H -2.533 4.026 -0.445 -0.2 0.1 0.4
H -4.536 1.320 -1.785 0.2 0.0 -0.2
H -3.897 2.792 -2.610 0.1 0.0 0.1
H -4.665 2.854 -0.954 -0.4 0.4 -0.5
H 0.426 2.369 -1.356 -0.4 0.1 -0.5
H 1.067 2.478 0.044 0.7 -0.4 0.4
C 3.916 0.350 -2.822 -2.2 1.1 -0.2
C 2.427 0.524 -2.217 2.2 0.7 -2.0
C 1.315 0.035 -3.154 1.0 0.3 1.4
O 0.120 0.096 -2.338 -1.0 -1.0 -4.9
C -1.065 -0.336 -3.082 -0.1 1.3 -0.3
N 2.352 -0.173 -0.964 3.1 -0.4 -0.6
H 3.888 0.786 -3.821 0.3 0.0 -0.1
H 4.270 -0.675 -2.923 -0.2 -0.1 0.3
H 4.573 0.957 -2.198 0.2 -0.2 -0.1
H 2.269 1.589 -2.048 0.2 0.1 0.2
H 1.690 -0.965 -3.370 -1.0 -0.6 -0.5
H 1.208 0.647 -4.050 0.0 -0.1 0.0
H -1.283 0.427 -3.829 0.4 -0.1 -0.5
H -1.963 -0.254 -2.469 0.5 -0.6 0.5
H -0.928 -1.304 -3.564 0.0 0.0 0.3
H 2.833 -1.046 -1.129 -0.3 -0.7 0.0
H 3.011 0.272 -0.343 -0.1 0.6 0.4
C 1.403 -4.124 -1.493 -1.6 -1.4 0.0
C 0.293 -3.107 -1.277 -0.3 2.0 0.3
C -1.214 -3.549 -1.175 0.3 -0.1 -0.4
O -2.191 -2.490 -1.207 1.0 1.7 0.6
C -3.624 -2.674 -1.106 1.0 -2.0 -1.0
N 0.652 -2.227 -0.134 -0.3 -1.8 0.6
H 2.226 -3.658 -2.036 0.1 -0.3 0.2
H 0.953 -4.951 -2.041 0.4 0.0 -0.8
H 1.691 -4.660 -0.589 0.4 0.5 0.3
H 0.400 -2.441 -2.133 -0.5 0.0 -0.3
H -1.254 -4.079 -0.223 -0.5 -0.6 -0.1
H -1.375 -4.150 -2.070 -0.2 -0.6 0.3
H -4.216 -1.782 -0.899 0.8 0.3 0.4
H -3.818 -3.477 -0.395 -0.3 0.1 0.2
H -3.950 -3.000 -2.093 -0.3 -0.2 0.0
H 1.554 -2.488 0.238 0.7 0.0 -0.5
H 0.122 -2.446 0.697 -0.9 -0.1 0.0
C -3.622 0.299 1.762 1.9 0.3 0.5
C -2.110 -0.200 1.731 -1.9 1.0 0.6
C -2.060 -1.582 2.287 0.5 1.0 0.0
O -0.680 -1.868 2.421 -0.4 -0.1 -0.8
C -0.367 -3.062 3.055 -0.5 -0.8 0.9
N -1.688 -0.034 0.378 -1.2 -1.2 -0.9
H -3.588 1.289 1.308 -0.4 0.2 0.5
H -4.003 0.309 2.782 -0.3 0.1 -0.2
H -4.235 -0.296 1.084 0.0 -0.4 0.2
H -1.355 0.355 2.289 -0.7 0.6 0.8
H -2.591 -2.240 1.599 0.0 -0.6 0.3
H -2.512 -1.474 3.273 -0.2 -0.7 0.1
H -1.041 -3.857 2.738 0.0 -0.2 -0.1
H -0.536 -2.908 4.121 0.4 -0.4 0.3
H 0.660 -3.349 2.826 0.0 0.1 0.2
H -2.222 -0.720 -0.137 0.2 -0.7 -0.6
H -2.141 0.801 0.035 0.1 0.5 -0.1
```
Forces are in eV/Å.

Computed properties:
Total charge = +2
LUMO = -4.3 eV
Max |F| = 5.14 eV/Å
ΔE to the lowest compared entry with this formula, charge and spin = 105.09 kcal/mol
Gap between HOMO and LUMO = 0.35823 Eh


2.
ORCA calculation (ωB97M-V/def2-TZVPD) on a structure of composition C20H55CuN5O9S in a non-equilibrium geometry.

The geometry in XYZ format:
```
91
Properties=species:S:1:pos:R:3:forces:R:3
Cu -1.366 -0.764 0.173 -0.8 0.1 -0.3
S -3.916 -1.562 1.250 -0.9 -1.3 0.6
O -3.326 -2.064 -0.037 0.2 -0.4 -0.3
O -3.163 -0.276 1.449 0.9 0.9 0.1
O -5.357 -1.349 1.120 0.4 0.4 -0.2
O -3.606 -2.480 2.352 0.1 0.3 -0.3
C 1.483 2.902 2.821 -0.7 0.7 -0.8
C 1.752 1.793 1.804 0.2 0.1 0.8
C 3.119 1.190 2.051 0.5 -0.2 -0.3
O 4.075 2.183 1.692 -0.2 -0.3 0.4
C 5.388 1.768 1.960 0.1 -0.1 -0.6
N 0.704 0.775 1.843 0.0 0.1 0.4
H 0.513 3.341 2.560 -0.1 -0.1 0.1
H 2.171 3.741 2.702 0.3 -0.2 0.4
H 1.392 2.541 3.845 0.3 -0.1 0.0
H 1.819 2.261 0.818 -0.3 -0.2 -0.2
H 3.304 0.275 1.465 -0.2 0.1 -0.2
H 3.263 0.883 3.102 -0.1 0.2 0.0
H 5.471 1.295 2.943 0.1 0.3 0.2
H 6.011 2.652 1.849 0.2 0.0 0.3
H 5.734 1.033 1.219 -0.1 -0.1 0.0
H 0.703 0.358 2.774 0.1 -0.2 -0.1
H -0.207 1.256 1.785 0.1 -0.2 -0.3
C -2.846 0.263 -2.559 -0.7 -0.4 -0.2
C -2.405 -1.093 -3.089 -0.6 -1.3 0.6
C -1.652 -1.064 -4.414 -0.3 0.8 1.3
O -1.537 -2.336 -5.013 -0.2 0.4 -0.4
C -2.678 -2.664 -5.787 -0.2 -0.3 0.8
N -1.625 -1.851 -2.099 0.6 -0.3 -0.2
H -2.131 1.069 -2.721 0.1 0.0 0.1
H -3.140 0.147 -1.512 0.4 0.1 0.1
H -3.811 0.486 -3.029 0.3 0.4 -0.3
H -3.332 -1.675 -3.224 -0.1 0.2 -0.3
H -0.654 -0.712 -4.143 0.1 0.0 -0.4
H -2.170 -0.315 -5.028 0.3 -0.2 -0.5
H -2.870 -1.948 -6.594 0.4 -0.2 -0.3
H -3.601 -2.659 -5.191 0.2 0.0 0.2
H -2.504 -3.695 -6.088 -0.2 0.2 -0.6
H -2.233 -2.202 -1.354 -0.3 0.2 -0.2
H -1.282 -2.693 -2.559 0.2 0.1 0.0
C 1.946 -1.635 -0.527 1.1 -0.9 0.5
C 1.801 -0.374 -1.341 0.5 0.4 -0.6
C 1.945 -0.674 -2.825 -1.5 -0.9 0.2
O 1.689 0.493 -3.567 0.6 0.0 -0.2
C 1.819 0.285 -4.966 -0.7 0.2 0.6
N 0.499 0.235 -1.021 0.6 0.1 0.9
H 1.362 -2.468 -0.924 -0.2 0.2 0.0
H 1.733 -1.543 0.540 -0.5 0.4 -0.2
H 2.994 -1.971 -0.485 -0.1 0.1 -0.4
H 2.647 0.315 -1.153 -0.2 0.0 0.5
H 1.138 -1.405 -3.020 0.2 0.0 -0.3
H 2.891 -1.159 -3.091 0.2 0.3 0.2
H 2.860 0.192 -5.285 0.0 0.0 0.0
H 1.330 1.159 -5.395 0.3 0.0 -0.4
H 1.252 -0.605 -5.263 0.1 0.0 -0.1
H 0.630 0.391 -0.012 -0.4 0.2 -0.1
H 0.414 1.163 -1.426 -0.1 -0.2 -0.2
C -0.774 -3.736 2.255 1.8 1.2 -0.7
C 0.284 -4.044 3.310 0.0 -2.5 0.0
C 1.471 -3.119 3.313 -0.9 1.0 -0.8
O 2.478 -3.490 4.203 0.2 -0.5 0.3
C 3.635 -2.726 3.994 -0.2 0.3 0.5
N -0.260 -4.328 4.653 0.5 0.4 0.6
H -0.187 -3.581 1.328 -0.1 -0.2 0.0
H -1.251 -2.766 2.392 -0.8 -0.5 0.3
H -1.403 -4.587 2.032 -0.6 0.2 0.4
H 0.696 -5.004 2.934 0.2 0.2 0.2
H 1.141 -2.085 3.518 0.1 0.0 0.1
H 1.855 -3.129 2.284 0.1 0.1 0.0
H 4.393 -3.086 4.688 0.2 -0.2 -0.2
H 3.452 -1.673 4.257 0.0 0.0 -0.2
H 3.952 -2.779 2.948 0.2 0.0 0.0
H 0.456 -4.106 5.345 -0.1 0.3 -0.1
H -0.350 -5.326 4.811 -0.4 0.0 -0.5
C -3.826 3.584 0.616 0.3 0.0 -0.3
C -2.398 3.131 0.294 -0.5 -0.7 0.7
C -1.330 4.188 0.193 0.1 0.2 -0.6
O -1.665 5.133 -0.808 -0.7 0.0 -0.5
C -0.585 5.936 -1.187 0.6 -0.3 0.5
N -1.968 2.091 1.266 -0.7 0.9 0.2
H -4.123 4.390 -0.058 -0.2 0.0 0.1
H -3.957 3.879 1.660 0.2 0.2 0.0
H -4.464 2.709 0.479 -0.2 0.1 -0.1
H -2.440 2.618 -0.672 0.1 0.1 -0.1
H -0.431 3.660 -0.158 0.2 0.1 0.5
H -1.152 4.731 1.132 0.1 -0.3 0.1
H -0.727 6.405 -2.158 -0.5 0.0 0.0
H 0.313 5.307 -1.280 0.1 0.2 0.0
H -0.403 6.700 -0.420 0.2 0.1 -0.1
H -2.745 1.414 1.262 0.5 -0.6 -0.2
H -2.131 2.473 2.205 0.4 0.2 -0.2
```
Forces are in eV/Å.

Computed properties:
Total charge = -1
LUMO = 2.2 eV
Max |F| = 2.51 eV/Å
ΔE to the lowest compared entry with this formula, charge and spin = 0.00 kcal/mol
Gap between HOMO and LUMO = 0.24415 Eh